Entry 1:
Here is a cluster of 7 separate species, C14H28Br14 in total at a distorted geometry from the OMol25 dataset. Energies are from ωB97M-V with the def2-TZVPD basis set.

Values from the calculation:
SMILES string ... BrCCBr.BrCCBr.BrCCBr.BrCCBr.BrCCBr.BrCCBr.BrCCBr
Energy ... -36586.38897 a.u.
Relative energy (zero: lowest compared OMol25 entry of this formula, charge and spin) ... 50.6 kcal/mol
HOMO level ... -9.767 eV
Frontier orbital gap ... 9.72 eV

```
! RIJCOSX wB97M-V def2-TZVPD def2/J DEFGRID3
* xyz 0 1
Br 0.249 -6.656 -13.994
C -1.282 -7.348 -12.912
C -1.031 -8.898 -12.665
Br -2.305 -9.722 -11.400
H -2.238 -7.201 -13.415
H -1.273 -6.857 -11.939
H -0.010 -8.869 -12.285
H -0.980 -9.363 -13.650
Br -8.723 -5.868 -18.185
C -10.314 -7.083 -18.040
C -10.795 -7.074 -16.560
Br -12.530 -8.092 -16.359
H -10.122 -8.112 -18.343
H -11.145 -6.697 -18.632
H -10.941 -6.061 -16.185
H -10.093 -7.595 -15.910
Br -0.427 -6.149 -17.312
C -1.600 -4.583 -17.040
C -0.662 -3.497 -16.665
Br -1.728 -1.970 -15.916
H -2.223 -4.859 -16.189
H -2.127 -4.460 -17.986
H -0.101 -3.098 -17.510
H 0.054 -3.728 -15.876
Br -0.130 -9.983 -21.141
C -1.219 -10.542 -19.485
C -1.038 -9.525 -18.300
Br -1.883 -10.416 -16.694
H -0.860 -11.543 -19.245
H -2.245 -10.544 -19.851
H -1.628 -8.612 -18.374
H -0.010 -9.297 -18.016
Br -1.618 -5.815 -20.841
C -3.195 -6.824 -21.341
C -2.851 -7.639 -22.525
Br -4.543 -8.430 -23.243
H -4.013 -6.126 -21.520
H -3.412 -7.537 -20.546
H -2.159 -8.476 -22.428
H -2.503 -7.168 -23.444
Br -4.394 -6.640 -15.314
C -4.212 -7.551 -17.041
C -5.616 -8.014 -17.566
Br -5.790 -8.360 -19.556
H -3.478 -8.354 -16.980
H -3.950 -6.765 -17.749
H -6.324 -7.186 -17.551
H -5.992 -8.866 -16.999
Br -7.740 -8.324 -14.892
C -6.989 -9.149 -13.195
C -8.052 -9.962 -12.349
Br -7.701 -10.289 -10.398
H -6.790 -8.200 -12.696
H -5.958 -9.500 -13.229
H -8.102 -10.989 -12.712
H -8.949 -9.344 -12.337
*
```



Entry 2:
Here is a structure of composition C15H34MoNO2P2Si at a distorted geometry from the OMol25 dataset. Energies are from ωB97M-V with the def2-TZVPD basis set.

Values from the calculation:
Energy ... -1836.53329 a.u.
HOMO level (spin up / spin down) ... -18.316 / -18.316 eV
Frontier orbital gap (spin up / spin down) ... 5.56 / 6.10 eV

```
! RIJCOSX wB97M-V def2-TZVPD def2/J DEFGRID3
* xyz 3 3
Mo 0.041 0.026 0.220
P 2.278 -0.875 0.322
C 2.518 -1.118 -1.506
C 1.245 -1.477 -2.187
N 0.083 -1.016 -1.660
C -1.079 -1.264 -2.317
C -1.110 -2.031 -3.473
C 0.078 -2.529 -3.983
C 1.271 -2.246 -3.341
C -2.321 -0.623 -1.796
P -1.929 0.871 -0.759
H 2.240 -2.581 -3.700
H -2.081 -2.187 -3.937
H 0.073 -3.116 -4.884
H -2.935 -0.266 -2.639
H -2.964 -1.326 -1.236
H 2.965 -0.190 -1.929
H 3.264 -1.913 -1.642
H 1.873 4.265 -2.349
O 2.262 3.515 -2.835
H 2.678 3.949 -3.602
H -0.769 4.888 -0.055
O -0.684 5.271 -0.955
H -1.078 6.156 -0.853
C -1.986 2.196 -2.002
H -2.971 2.177 -2.488
H -1.804 3.175 -1.534
H -1.202 2.067 -2.763
C -3.461 1.111 0.182
H -3.359 2.031 0.775
H -4.291 1.201 -0.534
H -3.649 0.275 0.868
C 2.619 -2.566 0.966
H 3.621 -2.871 0.622
H 2.595 -2.564 2.065
H 1.889 -3.309 0.621
C 3.835 -0.032 0.724
H 3.833 0.255 1.782
H 4.664 -0.721 0.521
H 3.948 0.875 0.115
C 1.149 -0.445 3.698
Si -0.538 -0.416 2.850
C -1.585 -1.384 4.087
C -1.206 1.342 3.001
C -0.846 -1.468 1.268
H 1.023 -0.016 4.706
H 1.932 0.132 3.188
H 1.489 -1.481 3.822
H -1.536 -0.942 5.094
H -2.633 -1.403 3.759
H -1.209 -2.415 4.139
H -0.692 2.105 2.398
H -2.279 1.375 2.772
H -1.096 1.630 4.061
H -0.257 -2.411 1.215
H -1.921 -1.685 1.118
*
```



Entry 3:
Here is a structure of composition C30H36F6N3O4S2ScSi from the OMol25 dataset. Energies are from ωB97M-V with the def2-TZVPD basis set.

Values from the calculation:
Energy ... -4075.83296 a.u.
HOMO level ... -8.536 eV
Frontier orbital gap ... 8.98 eV

```
! RIJCOSX wB97M-V def2-TZVPD def2/J DEFGRID3
* xyz 0 1
Sc -1.075 0.521 -0.269
C 0.467 -0.933 -1.015
Si 2.049 -1.294 -0.207
C 1.706 -1.319 1.635
N 0.675 -0.317 1.991
C 1.233 1.057 1.942
C 1.197 1.777 3.282
C 1.815 0.895 4.368
C 1.103 -0.475 4.458
C 0.109 -0.641 3.311
C 2.828 -2.928 -0.720
C 3.296 -3.062 -2.034
C 3.806 -4.264 -2.501
C 3.864 -5.368 -1.659
C 3.414 -5.259 -0.352
C 2.900 -4.050 0.109
C 3.303 0.039 -0.644
C 4.670 -0.157 -0.417
C 5.604 0.809 -0.768
C 5.188 1.993 -1.366
C 3.839 2.207 -1.609
C 2.911 1.236 -1.251
H -0.151 -1.843 -0.980
H 0.685 -0.756 -2.073
H 2.627 -1.173 2.221
H 1.321 -2.310 1.897
H 0.703 1.677 1.197
H 2.267 1.009 1.594
H 0.172 2.046 3.547
H 1.757 2.708 3.187
H 1.771 1.412 5.327
H 2.874 0.753 4.139
H 0.558 -0.571 5.399
H 1.835 -1.285 4.436
H -0.743 -0.004 3.501
H -0.267 -1.665 3.270
H 3.269 -2.204 -2.701
H 4.161 -4.342 -3.523
H 4.263 -6.308 -2.020
H 3.460 -6.115 0.311
H 2.558 -3.991 1.137
H 5.010 -1.084 0.035
H 6.657 0.636 -0.585
H 5.916 2.746 -1.644
H 3.512 3.124 -2.084
H 1.859 1.411 -1.454
C -0.885 -0.449 -3.828
N -1.787 0.230 -2.899
C -3.057 -0.498 -2.838
C -2.015 1.594 -3.384
C -2.503 2.541 -2.324
C -3.428 3.524 -2.648
C -3.736 4.524 -1.731
C -3.104 4.529 -0.496
C -2.223 3.502 -0.173
C -1.905 2.469 -1.063
H -1.289 -0.430 -4.850
H -0.750 -1.486 -3.527
H 0.089 0.042 -3.831
H -3.518 -0.562 -3.832
H -3.750 0.010 -2.171
H -2.887 -1.508 -2.466
H -2.682 1.587 -4.258
H -1.048 1.969 -3.728
H -3.897 3.521 -3.627
H -4.456 5.293 -1.984
H -3.313 5.312 0.225
H -1.773 3.524 0.815
F -2.955 -3.318 1.632
C -3.993 -2.841 0.961
F -4.044 -3.401 -0.240
F -5.110 -3.084 1.622
S -3.817 -1.033 0.710
O -2.511 -0.934 0.014
O -4.947 -0.596 -0.040
N -3.731 -0.547 2.202
S -3.042 0.815 2.587
O -1.949 1.140 1.654
O -2.758 0.891 3.978
C -4.325 2.107 2.315
F -3.807 3.283 2.646
F -5.350 1.828 3.108
F -4.722 2.117 1.056
*
```



Entry 4:
Here is a structure of composition C51H66Cl2N6O4S5SbSn from the OMol25 dataset. Energies are from ωB97M-V with the def2-TZVPD basis set.

Values from the calculation:
Energy ... -5978.27176 a.u.
Relative energy (zero: lowest compared OMol25 entry of this formula, charge and spin) ... 2.5 kcal/mol
HOMO level ... -9.086 eV
Frontier orbital gap ... 6.82 eV

```
! RIJCOSX wB97M-V def2-TZVPD def2/J DEFGRID3
* xyz 1 1
Sn 0.550 -0.282 -0.303
S 6.884 3.528 -0.243
C 5.484 2.697 -0.275
S 3.938 3.422 -0.602
C 2.958 1.981 -0.432
C 3.625 0.845 -0.166
S 2.954 -0.764 -0.100
S 5.359 0.989 0.014
S 1.233 2.106 -0.704
C 5.625 -7.306 -0.428
C 5.930 -5.823 -0.684
C 6.990 -5.355 0.317
C 6.530 -5.720 -2.092
C 4.657 -4.913 -0.575
O 4.899 -3.674 -1.251
C 4.208 -4.548 0.850
C 3.729 -5.668 1.775
C 3.042 -5.126 3.002
C 3.771 -4.475 3.994
C 3.162 -4.011 5.149
C 1.799 -4.201 5.309
Cl 1.030 -3.670 6.782
C 1.042 -4.820 4.330
C 1.671 -5.277 3.179
C 3.491 -5.536 -1.358
N 2.312 -4.692 -1.321
C 2.108 -3.503 -1.894
N 0.963 -2.990 -1.483
C 0.497 -3.938 -0.632
N 1.279 -4.985 -0.499
H 6.563 -7.863 -0.418
H 5.012 -7.737 -1.221
H 5.129 -7.490 0.522
H 7.914 -5.911 0.158
H 6.684 -5.519 1.352
H 7.226 -4.296 0.191
H 7.440 -6.320 -2.134
H 6.782 -4.694 -2.351
H 5.856 -6.107 -2.857
H 5.322 -3.056 -0.647
H 3.396 -3.823 0.742
H 5.024 -4.002 1.333
H 4.568 -6.289 2.095
H 3.031 -6.318 1.245
H 4.842 -4.351 3.879
H 3.735 -3.527 5.927
H -0.020 -4.967 4.479
H 1.090 -5.774 2.411
H 3.186 -6.487 -0.934
H 3.782 -5.695 -2.395
H 2.817 -3.048 -2.564
H -0.440 -3.855 -0.103
Cl -0.332 -1.886 -7.367
C -0.970 -1.405 -5.835
C -0.541 -0.214 -5.266
C -1.068 0.179 -4.049
C -1.996 -0.633 -3.401
C -2.400 -1.836 -3.971
C -1.897 -2.220 -5.200
C -2.566 -0.247 -2.094
O -2.972 -1.002 -1.252
O -2.609 1.104 -1.908
H 0.195 0.392 -5.776
H -0.747 1.107 -3.593
H -3.101 -2.468 -3.442
H -2.207 -3.145 -5.666
C 0.229 8.510 -1.325
C 0.265 7.454 -0.256
C -0.664 7.432 0.776
C -0.646 6.461 1.772
C 0.324 5.467 1.730
N 0.415 4.397 2.654
C -0.421 4.130 3.691
O -1.348 4.829 4.046
N -0.126 2.953 4.401
C 0.184 1.686 3.904
C 0.373 0.634 4.803
C 0.609 -0.641 4.331
C 0.657 -0.856 2.962
N 0.490 0.146 2.107
C 0.270 1.384 2.549
C 1.276 5.485 0.714
C 1.246 6.463 -0.260
H -0.439 9.326 -1.052
H -0.117 8.098 -2.275
H 1.221 8.929 -1.497
H -1.419 8.208 0.825
H -1.361 6.493 2.579
H 1.245 3.831 2.574
H -0.572 2.969 5.307
H 0.329 0.822 5.869
H 0.755 -1.461 5.018
H 0.840 -1.841 2.548
H 0.153 2.135 1.779
H 2.049 4.727 0.693
H 2.004 6.457 -1.035
C -6.024 0.941 -3.098
C -5.367 2.264 -2.707
C -6.450 3.315 -2.471
C -4.416 2.719 -3.819
Sb -4.110 1.930 -0.958
C -3.184 3.714 -0.140
C -4.211 4.843 -0.213
C -2.787 3.434 1.303
C -1.965 3.992 -1.022
C -5.050 0.621 0.534
C -5.734 -0.619 -0.029
C -3.996 0.186 1.553
C -6.103 1.543 1.164
H -6.419 1.056 -4.111
H -6.861 0.696 -2.449
H -5.329 0.097 -3.117
H -7.101 3.315 -3.350
H -6.053 4.321 -2.369
H -7.078 3.096 -1.607
H -5.014 2.941 -4.707
H -3.691 1.949 -4.084
H -3.873 3.629 -3.556
H -5.155 4.605 0.280
H -4.395 5.155 -1.239
H -3.791 5.708 0.311
H -3.641 3.237 1.949
H -2.300 4.328 1.697
H -2.068 2.617 1.374
H -2.255 4.267 -2.037
H -1.277 3.152 -1.054
H -1.407 4.836 -0.598
H -5.024 -1.324 -0.451
H -6.502 -0.396 -0.762
H -6.231 -1.100 0.819
H -3.192 -0.372 1.071
H -4.482 -0.487 2.265
H -3.574 1.010 2.122
H -6.885 1.814 0.453
H -5.685 2.456 1.592
H -6.586 1.002 1.982
*
```